Entry 1:
The following is a quantum chemistry calculation of a 2-piece molecular cluster, C6H14N2O2 overall, from the OMol25 dataset.

Last column: natural (NBO) charge in e.
CARTESIAN COORDINATES (ANGSTROEM)
C (0.95, -1.80, 1.17)  -0.426
N (0.13, -0.85, 1.88)  -0.620
C (0.55, 0.47, 1.78)  0.689
C (0.28, 1.42, 2.91)  -0.713
O (1.17, 0.81, 0.79)  -0.635
H (0.93, -1.73, 0.09)  0.227
H (2.02, -1.72, 1.39)  0.196
H (0.66, -2.81, 1.46)  0.207
H (-0.19, -1.05, 2.81)  0.388
H (-0.32, 2.27, 2.59)  0.247
H (-0.35, 0.98, 3.69)  0.210
H (1.21, 1.71, 3.38)  0.249
C (0.67, 1.51, -2.55)  -0.423
N (-0.01, 0.49, -1.75)  -0.628
C (-0.96, -0.32, -2.28)  0.661
C (-1.86, -1.06, -1.34)  -0.720
O (-1.11, -0.40, -3.49)  -0.649
H (0.05, 2.41, -2.51)  0.191
H (1.67, 1.54, -2.14)  0.208
H (0.83, 1.32, -3.61)  0.226
H (0.10, 0.70, -0.76)  0.418
H (-2.90, -0.85, -1.61)  0.245
H (-1.89, -2.12, -1.62)  0.239
H (-1.61, -0.92, -0.30)  0.213

As for the SMILES: CNC(C)=O.CNC(C)=O. Its energy relative to the best compared isomer or geometry (same formula, charge and spin) is 22.0 kcal/mol. Its charge is 0. The value obtained for the HOMO energy is -8.96 eV.

***

Entry 2:
The following is a quantum chemistry calculation of C19H20Cl2N4Ru as an isolated structure, from the OMol25 dataset.

Last column: natural (NBO) charge in e.
CARTESIAN COORDINATES (ANGSTROEM)
Ru (0.24, -0.38, -0.51)  1.181
C (-0.30, 0.55, 2.26)  -0.294
N (0.35, -0.62, 1.55)  -0.297
C (1.82, -0.72, 1.88)  -0.281
C (2.58, 0.25, 1.03)  0.211
C (3.76, 0.85, 1.39)  -0.200
C (4.46, 1.60, 0.43)  0.018
C (3.94, 1.73, -0.86)  -0.206
C (2.74, 1.12, -1.16)  0.094
N (2.05, 0.41, -0.22)  -0.439
C (-0.32, -1.93, 1.87)  -0.280
C (-1.51, -2.11, 0.98)  0.212
C (-2.64, -2.82, 1.31)  -0.199
C (-3.60, -3.05, 0.32)  0.016
C (-3.42, -2.54, -0.97)  -0.206
C (-2.28, -1.82, -1.24)  0.094
N (-1.34, -1.58, -0.27)  -0.438
C (-0.90, 1.49, 1.28)  0.240
C (-1.60, 2.63, 1.60)  -0.197
C (-2.09, 3.46, 0.59)  0.037
C (-1.86, 3.13, -0.76)  -0.205
C (-1.17, 1.98, -1.04)  0.070
N (-0.70, 1.18, -0.04)  -0.333
H (0.44, 1.07, 2.87)  0.283
H (-1.06, 0.18, 2.95)  0.284
H (2.15, -1.73, 1.64)  0.268
H (1.99, -0.57, 2.95)  0.281
H (4.16, 0.72, 2.39)  0.289
H (5.40, 2.06, 0.68)  0.293
H (4.46, 2.29, -1.63)  0.298
H (2.30, 1.20, -2.15)  0.244
H (-0.58, -1.99, 2.93)  0.280
H (0.39, -2.73, 1.66)  0.269
H (-2.76, -3.23, 2.30)  0.289
H (-4.49, -3.63, 0.55)  0.294
H (-4.14, -2.71, -1.75)  0.298
H (-2.09, -1.41, -2.22)  0.239
H (-1.77, 2.88, 2.65)  0.295
H (-2.64, 4.36, 0.84)  0.298
H (-2.23, 3.75, -1.56)  0.304
H (-0.97, 1.67, -2.06)  0.250
Cl (0.86, -1.22, -2.72)  -0.175
C (0.51, -0.99, -4.69)  -0.245
Cl (1.94, -0.53, -5.43)  0.250
H (-0.27, -0.24, -4.71)  0.242
H (0.19, -2.00, -4.93)  0.271

Its charge is +4. The value obtained for the HOMO energy (spin up / spin down) is -22.57 / -22.57 eV.

***

Entry 3:
The following is a quantum chemistry calculation of a 2-piece molecular cluster, C3H11NO3 overall, from the OMol25 dataset.

Last column: natural (NBO) charge in e.
CARTESIAN COORDINATES (ANGSTROEM)
O (0.87, -0.38, 2.11)  -0.717
C (-0.11, -1.32, 1.65)  -0.061
C (-1.08, -0.96, 0.49)  -0.225
N (-0.72, 0.24, -0.16)  -0.689
C (-1.34, 0.95, -1.32)  0.124
O (-0.69, 2.25, -1.35)  -0.746
H (1.39, -0.29, 1.29)  0.485
H (-0.77, -1.69, 2.44)  0.186
H (0.57, -2.16, 1.17)  0.148
H (-2.08, -0.82, 0.92)  0.154
H (-1.07, -1.87, -0.20)  0.177
H (-0.11, 0.92, 0.23)  0.392
H (-2.48, 1.15, -1.19)  0.138
H (-1.19, 0.33, -2.27)  0.149
H (-0.45, 2.58, -2.20)  0.480
O (2.79, 0.10, -0.38)  -0.954
H (3.71, -0.14, -0.64)  0.478
H (2.75, 1.10, -0.59)  0.480

As for the SMILES: OCCNCO.O. Its energy relative to the best compared isomer or geometry (same formula, charge and spin) is 69.8 kcal/mol. Its charge is 0. The value obtained for the HOMO energy is -8.09 eV.

***

Entry 4:
The following is a quantum chemistry calculation of C33H37AlGeN2O6 as an isolated structure, from the OMol25 dataset.

Last column: Mulliken charge in e.
CARTESIAN COORDINATES (ANGSTROEM)
Al (-0.06, -1.68, 0.29)  0.472
O (-1.45, -3.82, -2.86)  -0.840
C (-0.60, -3.16, -2.26)  -0.089
O (-0.86, -2.29, -1.36)  -0.395
C (0.87, -3.36, -2.65)  0.170
C (1.67, -2.03, -2.73)  0.053
C (2.88, -2.26, -3.65)  -1.004
C (3.78, -3.13, -2.73)  -1.044
C (2.92, -3.18, -1.45)  -0.048
O (2.29, -1.92, -1.46)  -0.331
C (1.75, -4.16, -1.64)  0.067
C (1.07, -4.44, -0.28)  0.111
O (1.00, -5.60, 0.10)  -0.833
O (0.66, -3.42, 0.38)  -0.484
H (0.85, -3.86, -3.62)  0.638
H (1.07, -1.15, -2.93)  0.322
H (2.60, -2.76, -4.58)  0.409
H (3.35, -1.31, -3.90)  0.356
H (3.99, -4.12, -3.14)  0.367
H (4.73, -2.63, -2.53)  0.334
H (3.49, -3.33, -0.53)  0.554
H (2.08, -5.12, -2.04)  0.373
O (0.10, -1.66, 2.15)  -0.120
C (1.13, -1.68, 2.96)  -0.864
C (2.54, -1.43, 2.48)  0.934
C (3.13, -0.14, 3.09)  -1.203
C (2.10, 0.99, 3.21)  0.342
C (1.31, 0.99, 4.52)  -0.992
C (0.29, -0.15, 4.63)  -0.209
N (0.86, -1.47, 4.35)  -0.315
H (2.45, -1.30, 1.40)  -0.508
H (3.22, -2.28, 2.67)  0.281
H (3.95, 0.20, 2.44)  0.457
H (3.57, -0.35, 4.07)  0.382
H (1.42, 0.94, 2.35)  -0.362
H (2.62, 1.96, 3.13)  0.381
H (0.78, 1.95, 4.63)  0.447
H (2.01, 0.92, 5.37)  0.396
H (-0.50, 0.00, 3.89)  -0.156
H (-0.17, -0.15, 5.63)  0.380
H (1.72, -1.58, 4.87)  0.357
N (-2.11, -2.10, 0.90)  -0.137
H (-2.31, -3.06, 0.64)  0.271
H (-2.72, -1.47, 0.40)  0.091
H (-2.21, -1.97, 1.90)  0.237
C (0.53, 0.14, 0.01)  -0.305
Ge (-0.87, 1.30, -0.46)  1.606
C (-2.57, 1.30, 0.61)  -0.561
C (-2.49, 1.45, 2.00)  -0.163
C (-3.59, 1.26, 2.83)  -0.657
C (-4.82, 0.90, 2.28)  -0.530
C (-4.92, 0.73, 0.90)  -0.503
C (-3.81, 0.92, 0.09)  -0.336
C (-1.61, 1.47, -2.34)  -0.309
C (-1.65, 2.66, -3.06)  -0.460
C (-2.02, 2.69, -4.40)  -0.627
C (-2.36, 1.52, -5.06)  -0.420
C (-2.33, 0.31, -4.36)  -0.811
C (-1.95, 0.30, -3.03)  0.010
C (-0.25, 3.23, -0.20)  -0.420
C (0.96, 3.60, -0.77)  -0.425
C (1.50, 4.86, -0.62)  -0.654
C (0.83, 5.81, 0.15)  -0.391
C (-0.37, 5.46, 0.75)  -0.653
C (-0.91, 4.19, 0.57)  0.004
H (-1.53, 1.71, 2.44)  0.560
H (-3.49, 1.37, 3.90)  0.365
H (-5.68, 0.76, 2.92)  0.340
H (-5.87, 0.44, 0.47)  0.365
H (-3.91, 0.79, -0.99)  0.300
H (-1.39, 3.59, -2.57)  0.286
H (-2.03, 3.63, -4.94)  0.358
H (-2.64, 1.53, -6.11)  0.344
H (-2.59, -0.62, -4.86)  0.459
H (-1.89, -0.66, -2.51)  0.358
H (1.51, 2.85, -1.35)  0.295
H (2.44, 5.13, -1.09)  0.360
H (1.25, 6.80, 0.29)  0.333
H (-0.90, 6.20, 1.36)  0.349
H (-1.86, 3.95, 1.03)  0.286

Its energy relative to the best compared isomer or geometry (same formula, charge and spin) is 5.3 kcal/mol. Its charge is -2. The value obtained for the HOMO energy (spin up / spin down) is 0.92 / -0.80 eV.